No. 1
69
Properties=species:S:1:pos:R:3 method="wB97M-V/def2-TZVPD" spin_multiplicity=2 total_charge=-2 gap_ev="3.78 / 4.10" max_force_ha_per_bohr=0.252 energy_ha=-2214.74995 lumo_energy_ev="4.785 / 4.784"
H 3.257 4.600 -3.688
H -1.882 -1.798 5.130
H 1.031 -4.914 3.003
H 2.853 1.494 2.452
H 3.157 2.502 -2.376
C 1.461 -4.148 2.369
C 0.414 -0.460 3.659
C 1.152 1.537 -0.930
O -3.858 -2.442 0.305
H 0.306 -1.850 -4.061
H 1.027 -1.243 4.068
C 0.712 -3.030 2.013
H -0.425 -0.971 -6.159
C -1.449 -0.695 -5.831
H 4.275 -3.267 0.675
C 0.034 3.686 -1.752
H -0.782 5.519 -2.513
H -0.310 -2.894 2.355
C 0.200 1.714 2.705
H -2.306 3.355 2.849
C 2.414 -2.197 0.818
O -1.663 -3.329 0.483
H -2.807 0.243 3.002
H -2.487 -2.149 3.509
H -0.765 -1.250 -0.458
H -4.096 -0.850 -1.998
C 1.245 5.199 -3.189
C 2.498 0.885 3.286
C -2.032 2.646 2.066
H 3.001 -0.082 3.220
O 0.160 1.260 -0.275
H -3.708 -0.301 -4.369
H -2.181 -1.242 -6.462
C -2.915 -0.760 -3.792
C -1.675 -1.037 -4.388
H 0.648 2.632 2.369
C 2.598 -1.050 0.041
C -1.592 -1.901 4.081
C -3.136 -1.071 -2.447
C 2.769 -4.253 1.890
S -2.395 -2.053 0.040
C -0.959 -0.645 3.582
C 1.013 0.712 3.218
H -0.090 -2.394 -1.694
Hg -0.121 -0.432 0.869
C 3.273 -3.242 1.081
H 2.834 1.367 4.209
N 2.115 0.718 -0.898
H 3.379 -5.113 2.144
O -2.025 -0.866 1.221
C -0.658 -1.630 -3.621
H -1.584 0.397 -5.981
C 0.085 4.867 -2.490
C 1.135 2.811 -1.696
O -1.136 3.418 -1.084
C -0.882 -1.940 -2.277
N 1.548 -0.281 0.003
H 3.559 -0.879 -0.475
H 1.287 6.119 -3.763
H -0.907 -2.749 4.003
H -0.927 2.550 -0.630
C -2.121 -1.663 -1.687
C 2.294 3.162 -2.406
N 1.178 -2.040 1.229
C -1.741 0.375 3.061
H -2.954 2.248 1.639
C -1.175 1.557 2.610
H -1.520 3.197 1.278
C 2.350 4.348 -3.147

No. 2
74
Properties=species:S:1:pos:R:3 method="wB97M-V/def2-TZVPD" total_charge=+3 gap_ev="2.12 / 2.13" relative_energy_ev=1.062 max_force_ha_per_bohr=0.029 energy_ha=-3101.05895 lumo_energy_ev="-12.789 / -12.805"
H -3.110 1.903 -3.584
C -2.171 2.032 3.442
C 2.599 0.764 -4.879
H -2.267 -3.592 5.129
C -2.131 1.590 -3.217
I 5.351 0.711 -0.236
N 0.457 3.688 0.414
Si -1.512 0.111 -4.191
C 0.558 -4.689 0.673
H -1.516 -0.636 -6.547
H -0.166 -6.319 2.598
H -2.208 -1.512 -2.420
C -2.151 -1.513 -3.512
C 0.395 0.204 -4.002
H -0.481 5.437 0.940
C -1.258 -5.082 3.953
C -1.434 -2.767 3.325
C 1.232 0.549 -5.066
C 3.123 0.626 -3.614
H 5.624 1.332 2.364
S 0.261 -0.397 -1.278
H -3.253 2.568 5.225
H -3.046 0.109 -6.073
C -2.237 0.638 3.754
H 3.244 1.045 -5.700
N 1.634 -3.700 -1.266
H 1.988 -2.369 1.655
N 2.334 0.266 -2.592
H -1.516 -2.343 -3.829
H -1.464 4.348 -0.041
C -2.745 2.942 4.347
C -0.707 -3.017 2.149
H 4.174 0.786 -3.410
H 5.674 -0.452 2.158
I 3.133 0.355 2.440
C 1.035 0.065 -2.780
C -1.971 4.742 2.964
H 1.203 -5.532 0.920
C -1.961 0.191 -5.991
C 1.997 -2.610 0.607
C -1.906 -1.465 3.694
H -1.887 5.808 2.788
C -0.517 -5.315 2.805
C -1.710 -3.809 4.229
C 2.508 3.308 0.228
H -0.545 -2.209 1.445
N -2.604 -1.200 4.782
Pd 2.561 0.167 -0.424
N 1.380 -3.640 0.067
H 0.812 0.652 -6.059
C -2.637 4.294 4.098
O -1.656 -0.330 3.003
H 2.804 -2.450 -2.463
C 0.572 2.499 -0.140
H -3.155 -1.685 -3.903
H -1.660 1.135 -6.450
H -0.249 1.888 -0.470
H -2.243 1.348 -2.156
H -1.475 -5.895 4.632
C 2.400 -2.680 -1.491
H -1.456 2.444 -3.312
N -2.811 0.113 4.819
C -0.763 4.398 0.794
H -0.108 -5.034 -0.120
N 2.667 -1.958 -0.356
C -0.226 -4.290 1.899
C -1.523 2.492 2.288
C -1.417 3.848 2.046
H 3.578 3.433 0.250
N 1.680 4.220 0.649
C 5.184 0.471 1.873
H -3.066 5.007 4.788
N 1.868 2.203 -0.268
H -1.114 1.761 1.603

No. 3
69
Properties=species:S:1:pos:R:3 method="wB97M-V/def2-TZVPD" total_charge=+2 gap_ev=7.65 relative_energy_ev=0.066 max_force_ha_per_bohr=0.011 energy_ha=-6849.65388 lumo_energy_ev=-6.779
O -0.714 -1.950 -0.346
C -5.585 2.518 0.634
H -3.441 -4.771 -1.024
C -1.503 -2.993 -0.609
C 0.801 1.155 -3.720
H -0.141 3.438 2.840
H 3.271 -2.138 -1.786
H 0.748 1.221 -4.806
N -4.997 0.143 -2.222
H 0.383 6.828 0.288
C -1.027 3.294 0.878
C -1.248 3.934 -0.346
C 0.213 5.195 1.664
O -6.166 0.391 -2.378
H 0.886 -1.093 4.390
C -1.890 0.735 5.049
C 1.622 -0.062 -3.312
C -0.132 0.146 2.970
H 0.774 5.691 2.445
H 1.078 -0.995 -3.449
H -0.926 5.713 -1.488
H -5.758 -4.388 -1.821
C -5.396 0.165 1.132
C -0.826 -0.135 5.256
O -1.128 -4.117 -0.416
P -1.649 1.632 1.115
C -0.008 5.833 0.452
C -4.021 0.286 1.198
C -3.322 -1.435 -1.430
C -0.741 5.205 -0.551
H -2.941 1.931 3.628
C -3.782 -3.774 -1.271
H -6.197 3.382 0.411
H -5.862 -0.797 1.304
C 0.050 -0.424 4.222
C -2.892 -2.711 -1.119
H -1.834 3.456 -1.125
C -2.088 1.285 3.798
C 2.471 -1.853 -1.107
N 0.785 -0.153 1.894
H -1.062 -1.128 -4.209
Se -1.046 1.146 -3.061
C -3.427 1.532 0.982
Tl -0.354 0.111 -0.438
C -0.298 3.924 1.885
H 2.559 -0.122 -3.863
H -2.697 -0.561 -3.810
C -6.176 1.282 0.846
C -4.207 2.652 0.703
C -5.079 -3.554 -1.711
H -6.524 -2.077 -2.359
C -5.517 -2.271 -2.017
H -3.752 3.621 0.544
H 1.581 0.480 1.931
O -4.093 0.971 -2.304
H -2.693 -0.567 -1.325
C -1.217 0.992 2.740
H 1.150 -1.094 2.012
H -2.571 0.968 5.855
H 1.567 -2.433 -1.273
H -7.252 1.185 0.788
H 1.245 2.086 -3.366
H -3.413 -0.585 1.426
Se 2.115 0.039 -1.420
H 2.808 -1.961 -0.080
C -1.729 -0.271 -4.206
H -1.840 0.145 -5.203
H -0.672 -0.586 6.227
C -4.610 -1.237 -1.887

No. 4
69
Properties=species:S:1:pos:R:3 method="wB97M-V/def2-TZVPD" total_charge=0 smiles="COC/C=C/C1=CC2=CC(=O)[C@@](C)(OC(=O)c3cnc4ccccc4n3)C(=O)C2=CN1CCN1CCOCC1" gap_ev=7.00 relative_energy_ev=2.787 max_force_ha_per_bohr=0.021 energy_ha=-1793.50058 lumo_energy_ev=-0.463
H 1.799 -0.046 -2.368
H -1.912 -1.750 -3.675
H -3.690 -0.145 -2.570
H 3.412 -1.113 3.439
C -0.315 -1.962 -0.867
H 0.330 -1.091 -4.007
H 1.431 5.782 0.068
O -6.167 -1.447 2.459
C 5.007 -2.472 2.976
C 5.159 -1.189 0.504
O 0.698 4.579 2.656
C -0.675 2.820 1.910
H 2.722 4.769 -0.595
C -3.819 -0.447 0.007
N -2.188 0.719 -1.401
C -2.716 0.499 -0.146
C 4.199 -0.782 1.474
C 4.143 -1.445 2.718
C -1.906 -1.414 -2.634
C 5.950 -2.879 2.015
C -5.907 -1.293 1.084
N 3.335 0.215 1.211
H -2.317 0.552 -3.443
C -1.147 2.106 0.839
C -2.603 -0.030 -2.565
C 4.398 0.402 -0.917
H -6.807 -0.898 0.577
H -7.353 -2.338 3.808
O 0.172 4.211 -1.659
H 0.941 -0.388 -0.125
C -2.212 1.161 0.934
C 0.370 3.782 1.801
C 2.441 1.852 -0.322
C 3.426 0.790 0.038
H 6.750 -2.550 0.052
C -7.251 -2.296 2.726
H 4.461 0.908 -1.870
H -4.816 0.512 1.597
H 1.272 -1.978 0.618
C -0.672 2.330 -0.502
H -7.073 -3.307 2.336
H -1.107 -1.710 -0.159
H 2.654 5.101 1.156
H 2.670 -1.427 -3.101
H 4.972 -2.984 3.926
C 6.031 -2.255 0.801
C 1.830 -1.139 -2.467
O 2.032 2.543 0.717
H -1.140 2.713 2.878
C 1.020 -1.469 -0.314
H -8.179 -1.909 2.286
H -2.624 0.958 1.909
H -0.830 1.813 -2.540
H 6.617 -3.696 2.248
H 0.559 -2.701 -3.262
C 0.267 3.453 -0.722
N -0.554 -1.293 -2.131
O 2.068 2.027 -1.463
H -0.278 -3.059 -0.989
C 2.067 4.922 0.260
C -4.783 -0.324 0.915
O 2.073 -1.734 -1.208
H -2.466 -2.152 -2.050
C -1.199 1.636 -1.541
H -5.666 -2.266 0.624
C 1.190 3.696 0.466
C 0.506 -1.615 -3.066
N 5.243 -0.561 -0.688
H -3.846 -1.294 -0.663